ORCA calculation (ωB97M-V/def2-TZVPD) on 7 unconnected molecules or ions with the total composition C26H78N9O7P3S4 at a distorted geometry.

Each atom is followed by the atoms it is bonded to, with distances in Å.
Positions of all 127 atoms, in Å:
1 O 4.21481 -0.51258 3.57665  P2 1.440
2 P 2.99041 -1.05378 4.10671  O1 1.440, N3 1.725, N6 1.763, N9 1.724
3 N 1.97487 -1.91358 3.00951  P2 1.725, C4 1.497, C5 1.458
4 C 2.68718 -2.60314 1.88744  N3 1.497, H12 1.090, H13 1.090, H14 1.090
5 C 0.53055 -2.10761 3.06271  N3 1.458, H15 1.090, H16 1.090, H17 1.090
6 N 1.88563 0.18918 4.69355  P2 1.763, C7 1.399, C8 1.462
7 C 0.98732 -0.02077 5.74523  N6 1.399, H18 1.090, H19 1.090, H20 1.090
8 C 1.66510 1.34031 3.81962  N6 1.462, H21 1.090, H22 1.090, H23 1.090
9 N 3.10760 -2.14388 5.43765  P2 1.724, C10 1.464, C11 1.487
10 C 3.50467 -3.53941 5.24398  N9 1.464, H24 1.090, H25 1.090, H26 1.090
11 C 3.82771 -1.59577 6.61766  N9 1.487, H27 1.090, H28 1.090, H29 1.090
12 H 3.64942 -2.09578 1.81822  C4 1.090
13 H 2.06006 -2.53206 0.99875  C4 1.090
14 H 2.90647 -3.63184 2.17341  C4 1.090
15 H 0.12352 -2.44678 2.11014  C5 1.090
16 H 0.13522 -1.12274 3.31136  C5 1.090
17 H 0.31177 -2.81885 3.85918  C5 1.090
18 H 0.11660 -0.65254 5.56966  C7 1.090
19 H 1.46251 -0.51940 6.59001  C7 1.090
20 H 0.57690 0.89212 6.17684  C7 1.090
21 H 2.63687 1.81732 3.69222  C8 1.090
22 H 1.19433 1.15787 2.85360  C8 1.090
23 H 0.92467 1.93773 4.35155  C8 1.090
24 H 3.65174 -4.08152 6.17811  C10 1.090
25 H 2.77750 -4.10630 4.66263  C10 1.090
26 H 4.38140 -3.66181 4.60800  C10 1.090
27 H 3.81758 -0.50840 6.54263  C11 1.090
28 H 4.85625 -1.94980 6.68737  C11 1.090
29 H 3.27795 -1.90434 7.50685  C11 1.090
30 O 2.19914 3.36424 -1.01104  P31 1.469
31 P 3.56771 3.49154 -0.49371  O30 1.469, N32 1.772, N35 1.710, N38 1.758
32 N 3.63411 3.84815 1.24085  P31 1.772, C33 1.568, C34 1.498
33 C 4.72300 3.28225 2.21645  N32 1.568, H41 1.090, H42 1.090, H43 1.090
34 C 2.43197 4.49265 1.86079  N32 1.498, H44 1.090, H45 1.090, H46 1.090
35 N 4.55582 4.69740 -1.19680  P31 1.710, C36 1.531, C37 1.458
36 C 4.96814 5.91908 -0.37106  N35 1.531, H47 1.090, H48 1.090, H49 1.090
37 C 4.33260 4.91078 -2.62147  N35 1.458, H50 1.090, H51 1.090, H52 1.090
38 N 4.65349 2.11229 -0.59744  P31 1.758, C39 1.494, C40 1.465
39 C 4.22985 0.81637 0.01307  N38 1.494, H53 1.090, H54 1.090, H55 1.090
40 C 5.73176 1.90061 -1.56577  N38 1.465, H56 1.090, H57 1.090, H58 1.090
41 H 4.36296 2.28768 2.47972  C33 1.090
42 H 4.68449 3.90281 3.11172  C33 1.090
43 H 5.70578 3.19907 1.75242  C33 1.090
44 H 1.99147 5.21970 1.17854  C34 1.090
45 H 2.64471 4.94672 2.82861  C34 1.090
46 H 1.72416 3.71209 2.13980  C34 1.090
47 H 4.16494 6.65446 -0.32418  C36 1.090
48 H 5.29927 5.64972 0.63189  C36 1.090
49 H 5.82810 6.40721 -0.82963  C36 1.090
50 H 4.43876 5.95064 -2.93054  C37 1.090
51 H 5.01857 4.20045 -3.08297  C37 1.090
52 H 3.27812 4.71036 -2.81121  C37 1.090
53 H 3.65005 0.12305 -0.59622  C39 1.090
54 H 5.02828 0.08620 0.14520  C39 1.090
55 H 3.72679 0.89426 0.97690  C39 1.090
56 H 6.26650 2.84355 -1.67988  C40 1.090
57 H 5.29920 1.46290 -2.46544  C40 1.090
58 H 6.47018 1.17283 -1.22936  C40 1.090
59 O -7.58943 -1.96265 -3.02977  P60 1.496
60 P -6.58484 -0.87719 -2.80179  O59 1.496, N61 1.732, N64 1.686, N67 1.709
61 N -5.98753 -0.89706 -1.17647  P60 1.732, C62 1.448, C63 1.472
62 C -4.98813 -0.00154 -0.63279  N61 1.448, H70 1.090, H71 1.090, H72 1.090
63 C -6.21539 -2.10830 -0.37097  N61 1.472, H73 1.090, H74 1.090, H75 1.090
64 N -7.10352 0.70224 -3.08042  P60 1.686, C65 1.489, C66 1.402
65 C -7.35537 1.14055 -4.48129  N64 1.489, H76 1.090, H77 1.090, H78 1.090
66 C -7.98546 1.21301 -2.11828  N64 1.402, H79 1.090, H80 1.090, H81 1.090
67 N -5.20459 -1.16723 -3.76609  P60 1.709, C68 1.472, C69 1.496
68 C -4.10493 -0.19139 -3.83148  N67 1.472, H82 1.090, H83 1.090, H84 1.090
69 C -5.27013 -2.06580 -4.96053  N67 1.496, H85 1.090, H86 1.090, H87 1.090
70 H -5.27541 0.92739 -1.12539  C62 1.090
71 H -3.96038 -0.33191 -0.78343  C62 1.090
72 H -5.13902 0.09910 0.44202  C62 1.090
73 H -7.06622 -2.69615 -0.71538  C63 1.090
74 H -6.35648 -1.90526 0.69062  C63 1.090
75 H -5.36017 -2.74324 -0.60238  C63 1.090
76 H -8.06515 1.95289 -4.63755  C65 1.090
77 H -6.45554 1.43365 -5.02213  C65 1.090
78 H -7.87234 0.29793 -4.94046  C65 1.090
79 H -7.85755 2.29478 -2.07928  C66 1.090
80 H -9.02746 1.00238 -2.35908  C66 1.090
81 H -7.74141 0.78662 -1.14528  C66 1.090
82 H -4.19707 0.48028 -4.68499  C68 1.090
83 H -4.02353 0.45713 -2.95919  C68 1.090
84 H -3.12349 -0.65070 -3.94940  C68 1.090
85 H -6.02020 -1.64226 -5.62843  C69 1.090
86 H -5.63928 -3.03009 -4.61129  C69 1.090
87 H -4.32681 -2.21857 -5.48484  C69 1.090
88 C 1.98124 1.27220 -4.14524  S89 1.834, H92 1.090, H93 1.090, H94 1.090
89 S 0.56780 1.98843 -5.06891  C88 1.834, O90 1.523, C91 1.846
90 O -0.64213 1.08894 -4.85565  S89 1.523
91 C 0.38413 3.37743 -3.86679  S89 1.846, H95 1.090, H96 1.090, H97 1.090
92 H 2.71973 2.04423 -3.92913  C88 1.090
93 H 2.43178 0.42139 -4.65635  C88 1.090
94 H 1.68574 0.87073 -3.17591  C88 1.090
95 H -0.24882 4.12128 -4.35069  C91 1.090
96 H 1.36398 3.85230 -3.91683  C91 1.090
97 H -0.02485 3.11106 -2.89218  C91 1.090
98 C -3.65566 -2.86671 2.20859  S99 1.854, H102 1.090, H103 1.090, H104 1.090
99 S -3.92902 -3.32293 3.98462  C98 1.854, O100 1.549, C101 1.869
100 O -4.45253 -2.05301 4.70046  S99 1.549
101 C -5.26246 -4.61385 3.76679  S99 1.869, H105 1.090, H106 1.090, H107 1.090
102 H -4.51700 -2.33752 1.80097  C98 1.090
103 H -3.31162 -3.72527 1.63187  C98 1.090
104 H -2.92075 -2.06830 2.31132  C98 1.090
105 H -5.08775 -5.39826 3.03040  C101 1.090
106 H -6.13134 -4.09172 3.36615  C101 1.090
107 H -5.52092 -4.90952 4.78359  C101 1.090
108 C 3.05561 -4.03911 -3.49770  S109 1.798, H112 1.090, H113 1.090, H114 1.090
109 S 2.71373 -3.02562 -2.05190  C108 1.798, O110 1.510, C111 1.795
110 O 2.62821 -1.63336 -2.63068  S109 1.510
111 C 1.01917 -3.57538 -1.83550  S109 1.795, H115 1.090, H116 1.090, H117 1.090
112 H 3.24650 -5.01221 -3.04523  C108 1.090
113 H 3.93256 -3.88705 -4.12692  C108 1.090
114 H 2.15558 -4.05471 -4.11235  C108 1.090
115 H 1.07038 -4.66330 -1.79177  C111 1.090
116 H 0.33838 -3.20594 -2.60240  C111 1.090
117 H 0.72066 -3.24410 -0.84089  C111 1.090
118 C -1.02895 0.23150 -1.75335  S119 1.842, H122 1.090, H123 1.090, H124 1.090
119 S -0.86788 -0.15031 0.04182  C118 1.842, O120 1.526, C121 1.852
120 O -1.10513 -1.64492 0.23611  S119 1.526
121 C 0.97532 0.02144 0.00478  S119 1.852, H125 1.090, H126 1.090, H127 1.090
122 H -2.06797 0.11160 -2.06020  C118 1.090
123 H -0.53818 -0.55521 -2.32635  C118 1.090
124 H -0.61129 1.17799 -2.09660  C118 1.090
125 H 1.28179 0.99892 -0.36765  C121 1.090
126 H 1.38375 -0.71798 -0.68409  C121 1.090
127 H 1.31873 -0.26239 0.99957  C121 1.090

The calculation puts the HOMO energy (alpha / beta) at -0.36970 / -0.36970 Ha. The frontier orbital gap (alpha / beta) is 6.54 / 1.96 eV. The net charge is +1. The spin multiplicity is 2. As for the expectation value of S²: 0.758.

Löwdin population analysis, charges in e, atoms 1 to 8: O -0.25; P 0.60; N -0.30; C -0.09; C -0.12; N -0.30; C -0.17; C -0.09